Below is a gas-phase ion, C5H11N2 (charge +1) in a non-equilibrium geometry, with properties calculated with ωB97M-V/def2-TZVPD.

Summary:
maximum force	0.1052	hartree/bohr
lowest unoccupied orbital energy	-0.1568	Eh
structure (SMILES)	C[C@@H](N)C1=[N+](C)C1

Structure (ORCA input):
```
! wB97M-V def2-TZVPD RIJCOSX def2/J DEFGRID3
* xyz 1 1
N -1.64 1.50 -0.40
H 2.18 0.17 1.52
H -0.48 -2.49 -0.28
H -1.98 2.35 -0.92
H 2.35 -1.81 1.68
H 0.43 1.75 0.16
C 1.72 -0.90 1.78
C -0.49 -1.71 0.51
H 1.51 -0.92 2.89
H 1.24 0.51 -2.17
H -1.99 1.60 0.59
C -0.16 -0.29 0.29
H -1.41 -2.03 1.14
N 0.56 -0.96 1.10
C 0.13 0.53 -1.90
C -0.30 1.00 -0.42
H -0.41 1.24 -2.45
H -0.34 -0.51 -2.15
*
```


Below is a gas-phase ion, C5H11N2 (charge +1) in a non-equilibrium geometry, with properties calculated with ωB97M-V/def2-TZVPD.

Summary:
maximum force	0.0321	hartree/bohr
lowest unoccupied orbital energy	-0.1382	Eh
structure (SMILES)	CC[N+]1(NC)C=C1

Structure (ORCA input):
```
! wB97M-V def2-TZVPD RIJCOSX def2/J DEFGRID3
* xyz 1 1
H 2.06 1.41 -1.35
C -0.94 0.37 -0.65
H -2.09 1.03 1.06
N 0.38 0.48 0.02
C -2.07 0.21 0.35
N 0.86 -0.64 0.72
H 2.13 -1.34 -0.78
H 0.56 -2.20 -0.73
H 1.77 -2.47 0.53
H 0.59 2.40 1.39
H -1.08 1.28 -1.24
H 0.17 -0.96 1.39
H -0.90 -0.48 -1.34
C 0.81 1.78 0.55
H -3.01 0.20 -0.18
C 1.34 -1.72 -0.13
C 1.39 1.39 -0.52
H -1.99 -0.73 0.90
*
```